A structure of composition CH3FOPr in a non-equilibrium geometry. Source: the OMol25 dataset; level of theory: wB97M-V/def2-TZVPD.

CARTESIAN COORDINATES (ANGSTROEM)
F1 -0.5663 -0.7107 -0.2256
O1 -0.5248 1.1209 2.9441
Pr1 -1.5887 -0.4142 1.9792
C1 0.5214 -0.0861 -1.0089
H1 0.3173 -0.2987 -2.0613
H2 0.3928 0.9919 -0.8838
H3 1.4482 -0.6032 -0.7436

Atomic forces in eV per Å
0.416 0.228 -0.149
-3.803 -5.587 -3.591
3.773 5.485 3.456
-0.409 -0.163 -0.920
-0.265 -0.240 0.273
0.561 -0.333 0.516
-0.271 0.610 0.415

As for the spin multiplicity: 3. For the energy above the lowest of the compared OMol25 structures with the same formula, charge and spin, the calculation gives 0.0 kcal per mole. The frontier orbital gap (alpha / beta) is 7.9 / 8.2 eV. The value obtained for the lowest unoccupied orbital energy (alpha / beta) is -5.4 / -5.3 eV. The HOMO energy (alpha / beta) comes out at -13.2 / -13.5 eV. As for the max |F|: 7.65 eV/A. The total charge is +1.

These are the Löwdin partial charges, in e, on atoms 1 to 4: -0.288 -0.682 1.588 0.071